A 16-piece molecular cluster, C40H110NO16 overall in a non-equilibrium geometry. Source: the Open Molecules 2025 dataset; level of theory: ωB97M-V with the def2-TZVPD basis set.

Charge: -1
Multiplicity: 1

The geometry in XYZ format:
```
167
Properties=species:S:1:pos:R:3:forces:R:3:lowdin_charge:R:1
C -1.503 1.760 1.077 -1.0 0.0 -0.1 -0.026
C 0.033 1.767 1.090 0.2 -0.1 0.5 -0.478
C 0.512 0.774 2.182 -1.0 -0.2 -0.2 -0.143
C 0.446 -0.672 1.731 -0.6 -0.6 0.4 -0.175
C 1.076 -0.886 0.382 0.7 0.2 -0.2 -0.124
C 0.625 0.086 -0.712 -0.7 -0.1 0.0 -0.482
N 0.624 1.448 -0.200 2.1 0.2 1.0 -0.192
O 0.568 2.481 -1.144 -0.8 -0.1 -0.4 -0.242
C -0.776 -0.330 -1.192 -0.1 -0.4 -0.2 -0.023
C 1.576 -0.116 -1.907 -0.4 0.7 -0.2 -0.018
C 0.519 3.122 1.632 -0.5 0.3 -0.8 -0.026
H -1.915 2.050 0.108 0.3 -0.1 -0.1 0.065
H -1.975 2.446 1.792 0.3 0.1 0.2 0.067
H -1.926 0.780 1.322 0.2 0.0 -0.1 0.048
H -0.207 0.898 3.003 0.1 0.1 0.1 0.093
H 1.482 1.045 2.601 0.2 0.0 -0.3 0.113
H -0.593 -1.031 1.705 -0.1 0.5 -0.3 0.086
H 0.850 -1.352 2.492 0.2 0.5 -0.3 0.059
H 0.894 -1.898 0.003 0.1 0.0 0.1 0.105
H 2.163 -0.750 0.454 0.0 -0.1 0.1 0.116
H -1.139 0.314 -1.995 0.0 0.2 0.1 0.077
H -1.507 -0.323 -0.384 0.0 0.0 0.0 0.047
H -0.728 -1.349 -1.586 0.0 0.0 -0.1 0.059
H 2.604 0.226 -1.799 -0.1 0.0 0.4 0.063
H 1.167 0.461 -2.737 0.2 -0.2 -0.2 0.068
H 1.632 -1.171 -2.183 -0.3 -0.1 0.0 0.062
H 1.608 3.129 1.647 0.0 0.2 0.1 0.075
H 0.088 3.307 2.620 0.3 -0.3 0.2 0.076
H 0.145 3.961 1.042 0.2 -0.2 -0.2 0.052
C 6.104 0.817 -4.718 -0.2 -0.2 0.2 -0.083
C 5.669 1.083 -3.275 0.1 0.4 -0.9 -0.337
O 4.305 1.452 -3.337 0.3 0.4 0.8 -0.093
H 5.483 0.047 -5.179 0.0 -0.1 0.2 0.060
H 7.150 0.514 -4.794 0.0 0.0 0.0 0.068
H 5.931 1.722 -5.300 0.2 0.1 0.0 0.072
H 6.277 1.912 -2.892 0.0 0.0 0.1 0.110
H 5.860 0.228 -2.616 -0.2 -0.1 -0.1 0.075
H 4.118 1.956 -2.507 -0.1 -0.6 -0.6 0.060
C -2.628 -3.435 -1.754 -0.5 0.5 0.2 -0.067
C -2.586 -4.710 -0.912 -0.5 1.0 0.0 -0.297
O -2.884 -5.820 -1.765 0.4 -0.1 0.4 -0.074
H -1.961 -3.454 -2.613 -0.1 -0.3 -0.1 0.061
H -2.402 -2.490 -1.253 0.3 -0.4 0.5 0.033
H -3.662 -3.264 -2.063 0.1 -0.3 -0.4 0.079
H -3.345 -4.644 -0.128 0.0 0.1 -0.1 0.096
H -1.646 -4.795 -0.363 0.2 -0.5 -0.5 0.078
H -3.767 -6.106 -1.523 0.0 -0.1 -0.1 0.077
C 0.857 -0.243 5.569 -0.7 -1.2 -0.6 -0.062
C -0.383 -1.029 6.008 0.3 0.6 0.4 -0.310
O -0.081 -1.624 7.272 -0.1 -0.2 0.0 -0.086
H 1.022 0.591 6.242 0.2 0.1 -0.1 0.079
H 0.715 0.041 4.524 0.1 0.5 0.4 0.035
H 1.701 -0.934 5.559 0.2 0.1 0.3 0.073
H -0.704 -1.785 5.286 0.3 0.0 -0.1 0.094
H -1.219 -0.330 6.132 -0.1 -0.1 -0.1 0.104
H -0.583 -2.438 7.360 0.0 0.1 0.1 0.076
C -4.676 -0.376 -0.756 -0.2 -0.3 -0.5 -0.073
C -5.347 0.923 -0.367 0.7 -0.1 0.2 -0.293
O -6.145 0.677 0.786 -0.2 -0.2 0.2 -0.087
H -3.866 -0.219 -1.472 0.0 0.2 0.1 0.080
H -5.377 -1.045 -1.260 -0.1 -0.1 0.2 0.086
H -4.255 -0.887 0.111 -0.1 0.3 -0.3 0.027
H -5.959 1.307 -1.188 0.1 0.1 0.0 0.114
H -4.548 1.633 -0.120 -0.2 0.2 -0.1 0.104
H -6.403 1.513 1.184 0.0 0.0 -0.1 0.072
C -2.023 1.826 -5.133 -0.5 -0.4 0.1 -0.087
C -0.672 1.274 -4.725 0.2 0.4 0.4 -0.339
O 0.033 2.301 -4.031 0.0 -0.6 -0.2 -0.088
H -1.892 2.762 -5.674 0.1 0.0 -0.1 0.074
H -2.641 2.044 -4.260 0.1 0.0 0.1 0.067
H -2.589 1.123 -5.756 0.1 0.0 -0.1 0.064
H -0.125 0.934 -5.613 0.2 0.3 0.0 0.089
H -0.715 0.400 -4.065 -0.4 -0.1 -0.2 0.085
H 0.089 2.037 -3.091 0.2 0.7 0.1 0.026
C 0.813 -4.380 -2.581 0.3 0.5 0.3 -0.076
C 1.283 -4.957 -1.267 -0.5 -1.0 0.0 -0.311
O 1.668 -6.332 -1.456 0.3 0.2 0.2 -0.080
H 0.339 -3.410 -2.404 0.0 0.0 -0.2 0.055
H 0.104 -5.041 -3.079 0.0 0.0 0.0 0.083
H 1.699 -4.239 -3.203 -0.2 0.0 -0.3 0.067
H 0.488 -4.962 -0.512 0.1 0.4 0.0 0.082
H 2.143 -4.424 -0.866 0.0 -0.1 0.0 0.094
H 0.855 -6.830 -1.586 0.0 0.0 -0.1 0.078
C 4.265 -2.273 -1.969 0.6 0.6 -0.1 -0.077
C 5.710 -2.683 -2.241 -0.4 0.3 0.5 -0.320
O 5.859 -3.367 -3.476 -0.1 -0.4 0.5 -0.072
H 4.241 -1.835 -0.967 -0.2 0.2 -0.1 0.077
H 3.549 -3.095 -1.975 0.2 -0.2 -0.1 0.055
H 3.955 -1.532 -2.706 -0.2 0.1 0.1 0.058
H 6.044 -3.217 -1.338 0.3 -0.6 -0.5 0.106
H 6.371 -1.817 -2.302 -0.2 0.1 -0.1 0.094
H 5.252 -4.116 -3.425 0.1 0.0 -0.2 0.081
C 5.456 1.581 0.569 0.2 0.9 -0.7 -0.080
C 3.986 2.001 0.552 1.0 -0.8 -0.1 -0.302
O 3.595 2.092 -0.805 -0.4 0.3 0.6 -0.115
H 5.594 0.777 -0.154 0.0 -0.3 0.3 0.059
H 5.887 1.375 1.548 -0.3 -0.3 0.1 0.068
H 6.056 2.407 0.168 -0.1 0.0 0.0 0.073
H 3.891 2.955 1.079 -0.4 -0.1 0.1 0.107
H 3.415 1.193 1.020 -0.3 0.4 0.3 0.096
H 2.614 2.058 -0.807 -0.2 0.3 -0.3 0.064
O -2.078 4.251 -1.393 -0.1 -0.4 0.0 -0.077
H -2.609 4.032 -0.621 0.1 0.0 0.0 0.001
H -1.334 3.611 -1.375 0.1 0.2 0.0 0.002
O 0.603 5.535 -0.931 0.1 0.1 0.3 -0.077
H 0.710 4.579 -0.772 0.0 -0.1 -0.4 -0.008
H 1.310 5.962 -0.435 0.1 -0.1 -0.1 0.023
C -0.339 6.600 2.318 -0.8 0.2 0.4 -0.045
C -1.624 7.398 2.086 0.7 0.6 -0.6 -0.464
C -2.480 7.563 3.342 0.3 -0.6 -0.4 -0.057
O -1.256 8.687 1.552 0.0 0.2 0.1 -0.065
H 0.374 7.213 2.871 -0.1 -0.1 0.3 0.083
H 0.162 6.285 1.406 -0.4 -0.1 -0.1 0.048
H -0.686 5.739 2.898 0.7 -0.2 0.0 0.063
H -2.182 6.928 1.270 -0.2 -0.2 0.3 0.138
H -1.897 7.940 4.185 0.1 0.2 -0.1 0.083
H -2.850 6.575 3.627 -0.2 0.1 0.1 0.061
H -3.325 8.216 3.132 -0.1 0.0 0.1 0.079
H -1.594 9.365 2.143 0.0 0.0 0.0 0.066
C -2.928 3.220 4.538 0.0 0.1 0.7 -0.057
C -4.313 3.374 3.919 0.4 0.1 0.3 -0.485
C -5.235 2.197 4.140 -0.3 -0.5 -0.6 -0.054
O -4.948 4.533 4.481 0.2 0.1 -0.6 -0.057
H -2.379 2.377 4.120 0.0 -0.1 0.2 0.065
H -3.018 3.146 5.630 -0.1 -0.6 0.0 0.082
H -2.311 4.117 4.448 -0.2 0.1 -0.6 0.068
H -4.104 3.500 2.853 -0.6 0.5 -0.1 0.131
H -6.231 2.347 3.714 0.0 0.6 0.1 0.076
H -5.383 2.034 5.210 0.2 -0.3 0.0 0.084
H -4.913 1.300 3.602 0.4 -0.1 0.5 0.062
H -4.829 4.459 5.435 0.0 0.1 0.0 0.081
C 2.360 -1.602 -5.412 -0.4 -1.1 0.0 -0.047
C 1.579 -2.495 -6.396 -0.7 2.2 0.5 -0.467
C 0.092 -2.126 -6.283 0.0 -0.8 0.1 -0.059
O 1.903 -2.096 -7.730 0.4 -0.6 -0.2 -0.063
H 2.072 -0.560 -5.531 0.3 0.1 -0.2 0.089
H 3.428 -1.788 -5.546 0.1 0.4 0.2 0.075
H 2.070 -1.890 -4.399 0.2 0.0 0.1 0.053
H 1.754 -3.553 -6.192 0.1 -0.1 -0.2 0.128
H -0.303 -2.253 -5.272 0.1 -0.1 0.0 0.071
H -0.481 -2.769 -6.954 -0.1 0.2 0.0 0.075
H -0.057 -1.083 -6.554 0.1 0.0 -0.1 0.064
H 2.855 -1.954 -7.780 -0.1 -0.1 0.0 0.081
C -3.362 -1.093 2.644 0.3 -0.1 -0.1 -0.051
C -3.034 -2.268 1.708 -0.7 0.4 0.5 -0.474
C -2.132 -3.302 2.366 -0.3 0.1 -0.7 -0.036
O -4.265 -2.925 1.361 0.1 -0.2 0.2 -0.068
H -2.448 -0.647 3.043 0.0 0.0 0.0 0.066
H -3.992 -1.414 3.476 0.1 -0.2 0.0 0.093
H -3.906 -0.305 2.116 0.0 -0.1 0.0 0.053
H -2.628 -1.871 0.771 0.5 -0.1 0.3 0.093
H -1.742 -3.983 1.609 0.0 0.0 0.0 0.050
H -2.737 -3.902 3.046 0.1 0.1 0.3 0.098
H -1.288 -2.822 2.857 -0.1 -0.1 0.1 0.051
H -4.916 -2.231 1.209 -0.1 -0.1 0.0 0.070
C 0.831 -5.439 2.422 0.7 0.3 0.2 -0.037
C 1.708 -4.213 2.161 -0.2 0.0 1.0 -0.490
C 1.703 -3.327 3.390 -0.5 0.5 0.8 -0.075
O 3.010 -4.698 1.902 0.3 -0.3 -0.4 -0.037
H -0.190 -5.108 2.599 -0.1 -0.3 -0.4 0.055
H 1.178 -5.920 3.341 0.0 0.1 0.0 0.085
H 0.976 -6.175 1.631 -0.5 0.1 -0.2 0.079
H 1.315 -3.610 1.333 0.1 -0.2 -0.1 0.106
H 2.147 -3.773 4.283 0.4 -0.3 -0.3 0.094
H 0.677 -3.125 3.718 0.0 0.0 -0.2 0.057
H 2.126 -2.331 3.225 0.4 -0.3 0.0 0.070
H 3.678 -4.024 2.058 -0.2 0.2 0.0 0.090
```
Forces are in eV/Å.

***

A 12-piece molecular cluster, C40H112N8O16 overall in a non-equilibrium geometry. Source: the Open Molecules 2025 dataset; level of theory: ωB97M-V with the def2-TZVPD basis set.

Energy above the lowest of the compared OMol25 structures with the same formula, charge and spin, kcal/mol: 353.9
Multiplicity: 1
Structure (SMILES): COC[C@H](C)N.COC[C@H](C)N.COC[C@H](C)N.COC[C@H](C)N.COC[C@H](C)N.COC[C@H](C)N.COC[C@H](C)N.COC[C@H](C)N.OCCO.OCCO.OCCO.OCCO

The geometry in XYZ format:
```
176
Properties=species:S:1:pos:R:3:forces:R:3:lowdin_charge:R:1
C 4.944 -6.529 4.485 0.3 0.4 0.3 -0.124
O 5.876 -7.108 3.622 0.8 -0.9 0.0 -0.212
C 6.026 -8.532 3.742 1.3 0.6 -2.1 -0.150
C 7.300 -8.875 2.812 -1.0 1.4 1.5 -0.445
C 7.017 -8.752 1.325 -0.3 0.4 -0.1 -0.059
N 7.807 -10.158 3.125 0.8 -2.6 0.1 0.004
H 4.090 -6.168 3.912 -0.4 -0.3 0.2 0.085
H 5.407 -5.655 4.943 0.0 0.2 0.0 0.081
H 4.700 -7.201 5.308 -0.5 -0.1 -0.1 0.084
H 6.261 -8.864 4.753 -0.2 0.1 0.2 0.114
H 5.113 -8.983 3.353 0.0 -0.5 0.1 0.123
H 8.068 -8.216 3.216 -0.3 1.2 -0.7 0.129
H 7.896 -8.667 0.685 0.3 0.0 0.3 0.072
H 6.412 -7.872 1.106 0.0 0.0 0.2 0.074
H 6.474 -9.625 0.964 -0.1 -0.1 0.2 0.080
H 8.599 -10.351 2.529 -0.2 -0.2 -0.9 0.072
H 8.324 -10.189 3.992 -0.6 0.3 0.8 0.072
C -2.898 -0.544 9.517 -0.9 0.3 0.1 -0.104
O -4.067 -1.274 9.906 0.4 -1.0 0.4 -0.191
C -4.716 -0.641 11.000 0.5 0.6 -0.2 -0.210
C -5.980 -1.288 11.610 2.9 0.7 -0.5 -0.491
C -7.064 -1.297 10.632 -1.0 -1.4 -1.1 -0.079
N -6.410 -0.434 12.666 -0.9 0.5 1.4 0.028
H -2.299 -0.178 10.350 -0.1 -0.2 0.4 0.079
H -3.273 0.341 9.003 0.4 0.2 -0.4 0.085
H -2.225 -1.137 8.897 -0.5 -0.2 -0.1 0.087
H -3.974 -0.499 11.786 0.1 0.0 0.4 0.115
H -4.974 0.351 10.630 -0.4 0.4 0.3 0.123
H -5.706 -2.272 11.989 -0.1 -0.4 -0.3 0.143
H -7.339 -0.309 10.261 0.2 0.0 0.1 0.095
H -7.931 -1.748 11.115 -0.3 0.0 -0.2 0.081
H -6.753 -1.960 9.825 -0.3 0.1 -0.3 0.087
H -7.197 -0.948 13.035 -0.6 0.4 0.3 0.074
H -5.811 -0.343 13.475 0.7 -0.1 -0.2 0.077
C -3.192 11.190 -2.361 -0.7 0.6 -0.2 -0.122
O -1.848 11.583 -2.338 0.6 0.1 -0.1 -0.183
C -1.465 12.506 -3.367 -0.1 -0.1 0.5 -0.207
C -1.492 11.974 -4.809 1.1 -0.4 -0.2 -0.425
C -0.334 10.949 -4.879 -0.3 -0.5 -0.1 -0.065
N -1.214 13.028 -5.792 0.1 -0.2 0.3 0.032
H -3.849 12.035 -2.155 -0.1 0.5 -0.4 0.084
H -3.479 10.516 -1.555 0.8 -0.4 -0.1 0.088
H -3.449 10.764 -3.331 -0.2 -0.2 0.1 0.078
H -1.978 13.463 -3.279 -0.7 0.0 0.0 0.117
H -0.434 12.772 -3.134 0.2 -0.2 0.0 0.121
H -2.444 11.504 -5.057 0.0 0.0 0.0 0.126
H 0.631 11.410 -4.669 -0.1 0.3 0.3 0.075
H -0.146 10.429 -5.819 -0.6 0.2 -0.3 0.073
H -0.521 10.176 -4.134 0.2 0.0 0.1 0.076
H -1.934 13.733 -5.862 -0.3 0.0 0.2 0.066
H -0.384 13.496 -5.456 0.3 0.3 -0.2 0.065
C 5.092 -1.686 -5.299 -0.2 -0.3 -0.4 -0.112
O 4.928 -3.027 -4.940 -0.3 -0.8 0.4 -0.200
C 5.427 -3.929 -5.920 0.8 0.5 0.3 -0.224
C 5.067 -5.331 -5.479 1.0 -0.1 -1.0 -0.443
C 5.791 -6.424 -6.275 0.2 -0.8 0.5 -0.060
N 3.650 -5.518 -5.651 -0.9 0.4 0.0 0.040
H 6.148 -1.531 -5.523 0.1 0.5 -0.1 0.087
H 4.737 -1.035 -4.500 0.2 -0.2 0.1 0.090
H 4.465 -1.520 -6.174 0.2 0.5 -0.3 0.087
H 5.042 -3.684 -6.910 -0.5 -0.1 -0.3 0.128
H 6.502 -3.785 -6.032 0.4 -0.1 0.3 0.121
H 5.309 -5.376 -4.417 0.1 -0.2 0.0 0.140
H 5.337 -6.691 -7.229 -0.2 0.6 -0.2 0.073
H 5.695 -7.364 -5.731 0.0 0.0 0.2 0.075
H 6.861 -6.299 -6.443 0.0 0.4 0.1 0.074
H 3.495 -5.645 -6.641 -0.1 -0.5 -0.3 0.066
H 3.325 -4.566 -5.557 -1.0 0.1 0.7 0.060
C 9.429 5.156 -2.907 -0.4 1.7 -1.2 -0.057
O 8.603 6.104 -3.724 0.1 -1.9 0.5 -0.214
C 8.732 5.973 -5.163 -0.1 0.9 1.7 -0.202
C 7.612 6.788 -5.833 -0.5 -1.6 1.4 -0.448
C 6.217 6.103 -5.679 0.1 0.8 0.3 -0.059
N 7.965 6.836 -7.208 0.4 0.4 -1.0 0.021
H 8.966 4.905 -1.952 -0.4 0.4 -0.2 0.074
H 10.330 5.738 -2.716 0.3 -0.5 0.1 0.078
H 9.645 4.209 -3.401 0.0 0.2 -0.4 0.075
H 9.694 6.411 -5.430 0.1 -0.2 -0.4 0.120
H 8.675 4.927 -5.466 0.0 -0.2 -0.1 0.118
H 7.607 7.781 -5.385 -0.1 0.0 0.0 0.141
H 5.829 6.095 -4.661 0.1 0.1 0.1 0.070
H 6.162 5.083 -6.059 0.5 -0.1 0.0 0.073
H 5.521 6.674 -6.293 -0.2 0.1 0.1 0.065
H 7.994 5.870 -7.502 0.1 -0.1 -0.6 0.073
H 7.213 7.275 -7.719 0.0 0.0 -0.3 0.073
C -0.144 3.283 -1.153 0.3 -0.2 -0.3 -0.111
O -0.598 1.930 -1.326 0.0 0.7 -1.0 -0.205
C 0.075 0.969 -0.525 -1.0 0.0 1.1 -0.180
C -0.560 -0.505 -0.658 1.7 1.2 1.5 -0.427
C -0.258 -1.470 0.498 -0.2 1.9 0.4 -0.071
N 0.043 -1.187 -1.737 -1.0 -0.1 -2.4 0.013
H -0.158 3.660 -0.130 -0.6 -0.3 0.4 0.079
H -0.694 3.956 -1.810 -0.5 -0.4 0.2 0.085
H 0.889 3.487 -1.435 0.4 -0.7 -0.3 0.078
H 1.141 0.962 -0.755 0.2 -0.2 -0.1 0.118
H -0.078 1.422 0.454 0.4 -0.7 0.8 0.108
H -1.639 -0.356 -0.681 -0.1 -0.2 -0.7 0.138
H -0.437 -0.863 1.386 -0.3 -0.8 0.6 0.072
H 0.803 -1.723 0.495 0.0 -0.2 0.0 0.073
H -0.883 -2.352 0.358 0.1 0.1 0.4 0.082
H 1.012 -1.410 -1.562 0.0 0.2 0.0 0.073
H -0.039 -0.581 -2.541 0.4 -0.3 -0.6 0.076
C -4.897 4.651 3.362 -0.1 -0.2 -0.2 -0.101
O -5.913 3.822 2.790 0.2 0.6 0.9 -0.199
C -5.640 3.451 1.450 0.0 1.1 0.2 -0.203
C -5.688 4.651 0.436 -1.5 -1.2 -0.5 -0.418
C -7.090 5.290 0.405 1.0 -0.4 0.2 -0.059
N -5.345 4.174 -0.919 0.7 0.2 0.4 0.029
H -4.971 4.811 4.437 -0.6 -0.7 0.1 0.084
H -4.941 5.672 2.983 0.3 0.0 -0.5 0.079
H -3.942 4.156 3.187 0.3 0.4 -0.2 0.087
H -4.647 3.006 1.382 0.3 -0.2 0.0 0.109
H -6.376 2.665 1.283 -0.1 0.2 -0.6 0.129
H -5.008 5.440 0.756 0.4 -0.3 -0.2 0.122
H -7.081 6.199 -0.197 0.0 0.1 0.2 0.074
H -7.310 5.469 1.457 -0.6 0.3 -0.2 0.073
H -7.810 4.610 -0.051 -0.1 -0.1 0.2 0.076
H -4.485 3.647 -0.861 0.5 0.1 -0.1 0.054
H -5.978 3.469 -1.269 -0.7 0.1 0.2 0.065
C -4.836 -3.809 4.812 -0.9 -1.2 0.9 -0.097
O -3.882 -4.802 5.191 0.1 -0.6 0.1 -0.195
C -4.436 -5.924 5.935 0.6 0.4 -0.2 -0.184
C -3.365 -7.016 6.139 0.1 1.5 1.5 -0.492
C -2.706 -7.457 4.895 0.8 0.5 -0.8 -0.071
N -3.867 -8.173 6.839 -1.2 -0.6 -0.5 0.038
H -5.271 -4.036 3.839 0.0 -0.1 -0.1 0.083
H -4.513 -2.768 4.813 0.7 -0.3 0.2 0.084
H -5.599 -3.921 5.583 -0.6 0.6 -0.2 0.075
H -4.803 -5.603 6.910 0.3 0.4 0.3 0.116
H -5.330 -6.392 5.522 -0.1 0.1 -1.0 0.120
H -2.614 -6.595 6.809 0.3 0.3 -0.1 0.139
H -2.287 -6.570 4.420 0.0 -0.1 -0.2 0.079
H -3.407 -7.912 4.195 0.0 -0.2 0.0 0.087
H -1.878 -8.119 5.149 -0.2 -0.2 -0.2 0.086
H -4.536 -8.512 6.164 -0.2 -1.1 -0.3 0.064
H -4.508 -7.955 7.588 0.3 0.5 0.7 0.069
O 5.599 1.940 4.242 0.9 0.2 0.4 -0.055
C 4.236 2.222 4.277 -1.2 0.3 -1.6 -0.273
C 3.964 3.624 4.827 0.9 -0.4 1.2 -0.253
O 2.597 3.776 5.135 -0.4 0.0 -0.2 -0.059
H 5.748 1.153 3.713 0.0 0.0 0.0 0.089
H 3.834 2.190 3.264 -0.1 0.2 -0.4 0.111
H 3.659 1.426 4.748 -0.1 0.3 0.9 0.120
H 4.337 4.480 4.265 0.0 -0.4 -0.8 0.123
H 4.567 3.701 5.732 0.0 -0.1 0.5 0.112
H 2.330 4.661 4.876 -0.1 -0.1 0.1 0.084
O -9.039 -3.280 -2.962 -0.7 -0.9 0.3 -0.076
C -7.889 -3.449 -3.762 -0.1 2.5 0.6 -0.228
C -6.853 -2.448 -3.200 1.4 -1.0 0.1 -0.248
O -7.186 -1.057 -3.166 -0.6 -0.7 -0.1 -0.065
H -9.089 -2.352 -2.722 0.0 0.1 0.1 0.072
H -7.550 -4.485 -3.775 0.0 0.2 0.2 0.124
H -8.166 -3.111 -4.761 0.3 -0.3 -0.6 0.109
H -5.892 -2.602 -3.692 0.1 0.2 -0.5 0.109
H -6.620 -2.695 -2.164 -0.4 -0.1 0.1 0.119
H -7.633 -0.824 -3.983 0.1 0.1 -0.3 0.083
O -0.400 3.740 -9.129 -0.4 0.0 -0.1 -0.054
C -0.730 2.418 -8.745 0.7 -0.6 1.2 -0.245
C -1.628 2.426 -7.523 -2.3 -0.1 1.3 -0.245
O -1.837 1.137 -6.948 0.9 -1.6 -0.5 -0.095
H -0.354 3.790 -10.086 0.0 0.0 0.0 0.085
H -1.137 1.775 -9.525 -0.4 0.4 -0.2 0.124
H 0.175 1.904 -8.422 0.3 -0.1 0.0 0.115
H -2.661 2.709 -7.729 0.1 0.9 -0.8 0.114
H -1.364 2.987 -6.626 1.0 1.0 -0.8 0.121
H -2.642 1.146 -6.425 0.1 0.1 -0.1 0.080
O -1.342 -6.855 -2.869 0.0 -1.0 -0.6 -0.079
C -1.242 -7.958 -1.967 1.8 0.3 0.9 -0.219
C 0.244 -8.384 -1.537 -0.8 0.8 -1.2 -0.217
O 1.026 -9.103 -2.498 -0.7 -0.3 0.3 -0.076
H -0.806 -6.116 -2.572 0.1 -0.1 0.3 0.078
H -1.737 -7.643 -1.049 0.0 -0.2 0.4 0.101
H -1.758 -8.852 -2.320 0.0 0.3 -0.6 0.114
H 0.131 -8.983 -0.633 0.2 -0.1 -0.1 0.108
H 0.828 -7.487 -1.335 -0.3 0.3 0.6 0.107
H 1.539 -8.482 -3.020 -0.1 0.1 0.0 0.079
```
Forces are in eV/Å.

***

| no. | energy (eV) |
| --- | --- |
| 1 | -77511.9503 |
| 2 | -87965.3203 |